Below is a molecular structure, C39H46N2O5, with properties calculated with ωB97M-V/def2-TZVPD.

Geometry as XYZ:
```
92
Properties=species:S:1:pos:R:3:mulliken_charge:R:1
C 6.3507 -0.4726 1.2790 -0.828
C 6.1407 -1.1922 2.5975 -0.665
N 4.7669 -1.1885 3.0378 0.008
C 4.6109 -1.4841 4.4413 -0.672
C 3.2340 -1.1551 4.9536 -0.849
C 2.1649 -1.7592 4.0511 -0.693
C 2.3892 -1.3828 2.6215 0.166
C 3.7191 -1.1708 2.1643 0.724
C 3.9406 -0.9197 0.7687 0.043
C 2.8408 -0.7280 -0.0679 -1.240
C 1.5074 -0.8026 0.3893 -0.356
C 0.3955 -0.4162 -0.4886 -0.514
C -0.9502 -0.9452 -0.1551 0.631
C -1.7515 -1.5664 -1.1352 -0.976
C -3.0833 -1.9234 -0.8740 0.536
C -3.5844 -1.7716 0.4489 0.317
N -4.8761 -2.0935 0.7421 -0.065
C -5.8593 -2.2542 -0.3222 -0.611
C -5.2837 -3.0638 -1.4690 -0.998
C -3.9446 -2.4480 -1.9673 -0.176
C -5.4668 -1.7438 2.0315 -0.729
C -4.4673 -1.9314 3.1497 -0.866
C -3.2037 -1.1108 2.8706 -0.509
C -2.7550 -1.2022 1.4544 -0.603
C -1.4986 -0.7396 1.1072 -1.452
C 1.3551 -1.3223 1.6940 -0.711
C 5.3369 -0.9328 0.2264 -0.823
H 6.2280 0.6087 1.4311 0.303
H 7.3712 -0.6415 0.9186 0.380
H 6.5017 -2.2301 2.5116 0.275
H 6.7251 -0.7087 3.3895 0.409
H 4.8192 -2.5556 4.6095 0.292
H 5.3780 -0.9128 4.9607 0.409
H 3.1222 -1.5106 5.9831 0.376
H 3.1231 -0.0617 4.9781 0.312
H 2.1635 -2.8607 4.1378 0.295
H 1.1607 -1.4367 4.3551 0.309
H 3.0116 -0.5007 -1.1222 0.722
H 0.6847 -0.5240 -1.5595 1.040
H -1.3274 -1.6967 -2.1234 0.468
H -6.7296 -2.7625 0.1191 0.418
H -6.2107 -1.2748 -0.6799 0.261
H -5.1102 -4.0969 -1.1497 0.321
H -6.0094 -3.0921 -2.2829 0.421
H -4.1600 -1.6378 -2.6796 -0.121
H -3.3900 -3.2101 -2.5372 0.399
H -5.8151 -0.6956 2.0127 0.302
H -6.3454 -2.3786 2.1577 0.440
H -4.9135 -1.6222 4.0984 0.392
H -4.2128 -2.9940 3.2434 0.299
H -3.3688 -0.0516 3.1173 0.308
H -2.3807 -1.4445 3.5286 0.223
H -0.9509 -0.1557 1.8433 1.095
H 0.3629 -1.6638 2.0236 0.991
H 5.3812 -0.3053 -0.6718 0.288
H 5.5753 -1.9647 -0.1033 0.317
C 3.9879 4.1074 -2.0265 -1.248
C 3.3985 2.8055 -2.4814 -0.013
O 2.1161 2.6883 -1.7852 -0.292
C 1.4605 1.5574 -2.0027 -0.846
C 0.1106 1.3501 -1.3678 3.027
C -0.1957 2.1684 -0.1533 -0.539
O -1.1820 1.9849 0.5209 -0.696
O 0.6924 3.1234 0.1566 -0.246
C 0.1412 4.0131 1.1721 -0.160
C 1.2265 5.0251 1.4131 -1.235
C -0.9667 1.3411 -2.3999 0.956
C -2.3090 1.3903 -2.0006 0.049
C -3.3285 1.0319 -2.8583 -0.608
C -3.0309 0.6468 -4.1736 0.604
O -4.0918 0.2028 -4.9132 -0.433
C -3.9203 0.0874 -6.3621 -0.885
C -1.6978 0.7009 -4.6457 -1.334
C -0.6710 1.0136 -3.7364 -0.692
O 1.9411 0.6734 -2.7075 -0.633
H 4.9814 4.1934 -2.4621 0.455
H 3.3857 4.9778 -2.3602 0.284
H 4.0595 4.1554 -0.9475 0.281
H 3.1998 2.8096 -3.5739 0.249
H 4.0514 1.9668 -2.2069 0.165
H -0.7561 4.4848 0.7539 0.276
H -0.1129 3.4270 2.0760 0.255
H 0.9309 5.7408 2.1926 0.419
H 2.1527 4.5297 1.7398 0.256
H 1.4402 5.5881 0.5080 0.282
H -2.5371 1.6066 -0.9506 0.300
H -4.3914 1.0791 -2.5451 0.288
H -4.8954 -0.2171 -6.7250 0.251
H -3.6391 1.0558 -6.8078 0.339
H -3.1658 -0.6854 -6.5788 0.331
H -1.4481 0.5514 -5.7055 0.395
H 0.3515 0.9262 -4.1147 0.362
```

The HOMO energy comes out at -6.572 eV. As for the LUMO energy: 0.61 eV. The HOMO-LUMO gap comes out at 7.18 eV. As for the spin multiplicity: 1.

Below is a molecular structure, C9H24BClFGaN3O8, with properties calculated with ωB97M-V/def2-TZVPD.

Geometry as XYZ:
```
48
Properties=species:S:1:pos:R:3:mulliken_charge:R:1
C 2.0924 -2.9139 3.1909 -0.451
C 1.8835 -4.0145 1.9937 -0.499
C 1.6086 -3.2837 0.5406 -0.264
Cl 3.0504 -2.1891 0.1470 -0.264
Ga -0.2481 -2.3789 0.3795 0.155
C -1.6516 -3.8800 0.8411 -0.642
C -2.5532 -3.5388 2.1662 0.050
F -4.0112 -3.6640 1.7879 -0.377
C -0.5125 -0.7097 1.5677 -0.809
B 0.3558 0.6138 1.1267 0.456
O 1.4590 0.6657 0.1484 -0.483
O 0.0195 1.9006 1.8298 -0.530
H 1.3838 -3.2453 4.0883 0.193
H 3.2265 -2.8607 3.5294 0.262
H 1.7850 -1.8418 2.7702 -0.107
H 2.8739 -4.6571 1.8631 0.311
H 1.0308 -4.8089 2.2265 0.187
H 1.6176 -4.1626 -0.2655 0.304
H -0.5382 -2.0152 -1.1831 -0.388
H -2.3445 -4.1515 -0.0619 0.334
H -1.0472 -4.8771 1.0967 0.177
H -2.4345 -2.4535 2.5873 0.064
H -2.3278 -4.2719 3.0716 0.180
H -0.3564 -0.9269 2.7293 0.321
H -1.6600 -0.4043 1.4687 0.238
H 2.3002 0.6098 0.7262 0.274
H -0.5665 1.6852 2.6298 0.299
C 2.7564 2.8585 -1.8562 -0.589
N 3.9685 3.7195 -1.9136 0.923
O 4.4190 4.1350 -0.8396 -0.534
O 4.4334 3.9539 -3.0351 -0.560
H 2.4586 2.7368 -0.8126 0.258
H 1.9701 3.3581 -2.4258 0.240
H 3.0158 1.8944 -2.2982 0.283
C 2.6213 6.6802 -4.5174 -0.634
N 1.4081 6.7982 -3.6642 0.819
O 0.6614 7.7617 -3.8722 -0.526
O 1.2396 5.9204 -2.8099 -0.489
H 2.6414 7.5156 -5.2205 0.308
H 3.4915 6.7098 -3.8586 0.255
H 2.5583 5.7292 -5.0501 0.257
C -6.0914 -1.6284 0.3122 -0.694
N -5.9072 -0.5202 -0.6633 0.867
O -5.3765 0.5168 -0.2484 -0.506
O -6.3005 -0.7225 -1.8180 -0.529
H -5.7023 -1.3131 1.2827 0.286
H -7.1613 -1.8374 0.3752 0.297
H -5.5391 -2.4925 -0.0626 0.274
```

The HOMO energy comes out at -5.442 eV. The calculation puts the energy above the lowest of the compared OMol25 structures with the same formula, charge and spin at 3.260 eV. As for the charge: -1. As for the LUMO energy: 1.63 eV. The HOMO-LUMO gap comes out at 7.08 eV. As for the spin multiplicity: 1.

Below is a gas-phase ion, C7H18N3 (charge +1), with properties calculated with ωB97M-V/def2-TZVPD.

Geometry as XYZ:
```
28
Properties=species:S:1:pos:R:3:mulliken_charge:R:1
C -2.1379 -1.4215 -0.0751 -1.133
C -1.1467 -0.3659 0.3716 0.417
C -1.8279 0.7140 1.2918 -1.498
N -0.4817 0.2128 -0.7865 0.113
C -1.1557 1.0974 -1.5745 -0.852
C 0.9844 0.6206 -0.1381 0.393
N 1.1748 1.8947 0.1771 -0.340
N 1.8745 -0.3646 -0.0283 0.111
C 2.8974 -0.0678 0.9271 -1.250
C 1.8952 -1.5637 -0.8509 -0.882
H -2.9781 -0.8462 -0.7197 0.234
H -1.5123 -1.9319 -0.7876 0.340
H -2.5599 -2.1084 0.6970 0.383
H -0.3390 -0.7606 1.0564 0.221
H -2.6627 1.2179 0.7405 0.324
H -1.1898 1.3963 1.6367 0.414
H -2.4312 0.1847 2.0985 0.391
H -2.1779 0.6503 -1.9108 0.260
H -0.6679 1.3956 -2.5808 0.275
H -1.4418 2.0115 -0.9470 0.336
H 2.0877 2.3098 0.4309 0.283
H 0.4465 2.5878 0.3489 0.249
H 3.4570 -1.0453 1.2233 0.312
H 3.7370 0.4936 0.4355 0.341
H 2.3479 0.3020 1.7272 0.512
H 2.6514 -1.6255 -1.5978 0.410
H 2.0516 -2.5506 -0.3752 0.353
H 0.9303 -1.6653 -1.3416 0.284
```

The HOMO energy comes out at -12.857 eV. The calculation puts the energy above the lowest of the compared OMol25 structures with the same formula, charge and spin at 3.792 eV. As for the SMILES: CC(C)/[N+](C)=C(/N)N(C)C. As for the charge: +1. As for the LUMO energy: -3.11 eV. The HOMO-LUMO gap comes out at 9.75 eV. As for the spin multiplicity: 1.

Below is a molecular structure, C35H36FIN4PtTe, with properties calculated with ωB97M-V/def2-TZVPD.

Geometry as XYZ:
```
79
Properties=species:S:1:pos:R:3:mulliken_charge:R:1
Pt -1.1311 1.3714 0.5979 1.112
C 3.1852 -2.2677 0.7043 -0.757
C 3.6282 -2.4177 -0.7265 1.529
C 4.9431 -2.8000 -0.9862 -0.810
C 5.4133 -2.9897 -2.2742 -0.694
C 4.5575 -2.8071 -3.3497 -0.594
C 3.2510 -2.4184 -3.1217 -0.719
C 2.7798 -2.2070 -1.8250 -0.415
N 1.4229 -1.8325 -1.6829 0.328
C 0.9072 -0.8511 -0.8474 -0.843
N 1.8267 0.1264 -0.6143 0.526
C 1.9127 1.2983 0.1689 1.500
C 0.8394 1.8757 0.8565 -2.226
C 1.0908 3.0096 1.6309 0.045
C 2.3550 3.5681 1.7194 -0.970
C 3.3971 2.9980 1.0070 -0.781
C 3.1965 1.8655 0.2333 1.442
C 4.3638 1.2649 -0.5134 -1.417
N -0.3288 -0.8488 -0.4629 0.474
C -1.1204 -2.0058 -0.6630 -0.639
C -0.6418 -3.2619 -0.2472 0.202
C -1.3528 -4.4299 -0.4507 -0.778
C -2.5955 -4.3814 -1.0602 -0.789
C -3.1188 -3.1483 -1.4042 -0.800
C -2.4189 -1.9568 -1.2153 1.050
C -3.0972 -0.6844 -1.6350 -1.371
H 3.7004 -2.9952 1.3315 0.573
H 2.1140 -2.4154 0.8221 -0.197
H 3.4148 -1.2731 1.0938 0.185
H 5.6053 -2.9715 -0.1455 0.437
H 6.4406 -3.2895 -2.4343 0.403
H 4.9072 -2.9619 -4.3619 0.400
H 2.5678 -2.2704 -3.9492 0.442
H 0.7481 -2.3937 -2.1732 0.439
H 2.6785 -0.0499 -1.1216 -0.227
H 0.2828 3.4691 2.1837 0.107
H 2.5270 4.4443 2.3325 0.438
H 4.3877 3.4344 1.0588 0.322
H 5.2552 1.8648 -0.3420 0.405
H 4.1854 1.2392 -1.5931 0.359
H 4.5820 0.2463 -0.1793 0.184
H 0.3121 -3.3163 0.2600 0.187
H -0.9268 -5.3757 -0.1398 0.458
H -3.1561 -5.2875 -1.2493 0.391
H -4.1077 -3.0915 -1.8452 0.437
H -4.1742 -0.7674 -1.4803 0.555
H -2.9263 -0.4683 -2.6908 0.392
H -2.7256 0.1682 -1.0760 -0.298
I -2.8173 4.2169 2.4171 0.074
C -3.8584 2.4317 1.9953 0.071
C -5.2283 2.4105 2.1639 -0.549
C -5.8831 1.1918 2.0723 -0.278
C -5.1175 0.0501 1.8813 -0.947
C -3.7591 0.1776 1.6961 -0.112
N -3.1199 1.3652 1.6959 -0.029
H -5.7693 3.3218 2.3713 0.415
H -6.9568 1.1388 2.1880 0.402
H -5.5737 -0.9304 1.8808 0.455
H -3.1263 -0.6877 1.5411 0.483
C -0.3621 -1.9234 4.2291 -1.272
Te -0.0190 -0.3268 2.7801 0.615
C -0.3407 1.1737 4.2818 -0.908
H 0.4563 -1.9140 4.9444 0.385
H -0.3667 -2.8727 3.6965 0.326
H -1.3093 -1.7979 4.7492 0.381
H -0.9208 0.7274 5.0868 0.396
H -0.8996 1.9947 3.8422 0.030
H 0.6038 1.5470 4.6690 0.393
F -1.4680 4.5336 -4.7342 -0.359
C -1.3964 3.8768 -3.5508 0.299
C -0.9768 2.5620 -3.5373 -0.967
C -0.9058 1.8991 -2.3192 0.669
C -1.2594 2.5201 -1.1197 -0.507
C -1.6485 3.8547 -1.1802 0.077
C -1.7285 4.5388 -2.3898 -0.802
H -0.7084 2.0695 -4.4632 0.488
H -0.5668 0.8706 -2.3202 0.424
H -1.8916 4.3976 -0.2775 -0.098
H -2.0390 5.5750 -2.4291 0.452
```

The HOMO energy comes out at -6.635 eV. The calculation puts the energy above the lowest of the compared OMol25 structures with the same formula, charge and spin at 1.044 eV. As for the LUMO energy: -0.25 eV. The HOMO-LUMO gap comes out at 6.38 eV. As for the spin multiplicity: 1.